{
  "formula": "C5H6FNO",
  "method": "wB97M-V/def2-TZVPD",
  "gap_ev": 10.87,
  "de_lowest_kj_mol": 275.0,
  "e_homo_ev": -10.015,
  "max_force_ev_per_a": 3.0,
  "lumo_ev": 0.9,
  "smiles": "C#C[C@@H](F)C(=O)NC",
  "symbols": ["C", "C", "C", "F", "C", "O", "N", "C", "H", "H", "H", "H", "H", "H"],
  "coordinates": [[1.4067, 2.1877, -1.9594], [1.3271, 1.3192, -1.1699], [1.3778, 0.1401, -0.2856], [1.7619, 0.5417, 1.0137], [-0.0149, -0.5475, -0.2500], [-0.4157, -1.1201, -1.2506], [-0.5970, -0.4297, 0.9537], [-1.8877, -1.0662, 1.1341], [1.6490, 3.0359, -2.5493], [2.0935, -0.6219, -0.6910], [-0.1008, 0.1307, 1.6025], [-2.6908, -0.2586, 1.2536], [-2.0855, -1.6091, 0.2321], [-1.8236, -1.7022, 1.9661]],
  "forces_ev_per_a": [[0.5, 1.9, -1.1], [0.3, -2.4, 1.7], [-0.2, -0.1, -0.5], [0.1, -0.3, -0.7], [1.0, 0.2, -0.3], [0.0, 0.3, 0.8], [-0.5, -0.8, -1.7], [-0.7, 2.6, -0.1], [-0.3, 0.0, -0.3], [-0.4, 0.8, 0.6], [0.0, 0.3, 0.9], [0.9, -1.3, 0.0], [-0.2, -0.4, -0.3], [-0.3, -0.9, 1.2]]
}